1.
A 10-piece molecular cluster, C32H74BO28PS overall at a distorted geometry. Source: the OMol25 dataset; level of theory: ωB97M-V with the def2-TZVPD basis set.

Output
total charge	0
SMILES string	CS(=O)(=O)[C@@]1(CCCc2ccccc2)OC(=O)O[C@@]1(CB(O)O)P(=O)(O)O.OCCO.OCCO.OCCO.OCCO.OCCO.OCCO.OCCO.OCCO.OCCO
total energy	-112507.23509	eV
HOMO level	-0.312	Ha
orbital gap	8.24	eV

The geometry in XYZ format:
```
137
Properties=species:S:1:pos:R:3:forces:R:3
C 0.09719 -0.37808 -3.81841 0.88 0.65 -0.11
S 0.16513 -1.84974 -2.68060 -3.58 -4.50 -3.81
O 1.03728 -2.93501 -3.26006 -0.51 3.34 2.09
O -1.24813 -2.43083 -2.64173 3.30 2.60 1.09
C 0.68776 -1.24251 -1.00749 0.81 -0.01 3.52
C -0.19829 -0.13330 -0.24306 0.32 -0.35 -0.12
C -1.68877 -0.56283 0.10618 -0.85 0.10 0.55
C -2.82575 -0.12162 -0.92400 -0.96 0.75 -0.11
C -2.60836 1.27309 -1.65588 0.32 2.74 -2.43
C -2.85335 1.29620 -3.20702 0.84 2.36 0.78
C -2.67201 2.53351 -4.11158 0.71 0.29 3.94
C -2.23158 3.87033 -3.43735 -0.55 -3.24 2.17
C -2.02172 3.89861 -1.90293 -0.63 -2.74 -0.99
C -2.19914 2.61450 -1.00539 -0.50 -0.45 -3.60
O 0.54849 -2.47378 -0.20264 0.42 -0.82 1.39
C 1.42734 -2.55833 0.91675 0.99 -0.04 0.51
O 1.44228 -3.32024 1.89109 -0.61 3.15 -4.37
O 2.40662 -1.55047 0.66059 -1.81 -1.59 -0.02
C 2.22726 -0.95012 -0.67286 0.81 0.61 0.48
C 2.77058 0.54576 -0.45505 0.65 0.46 -1.18
B 3.49273 0.67384 1.02985 1.34 -0.05 1.76
O 4.92982 0.50390 1.18773 -2.91 1.29 -0.42
O 2.77217 0.96529 2.24553 0.36 0.06 -2.49
P 3.62919 -1.77375 -1.64995 4.96 -1.24 -1.36
O 5.05076 -1.46297 -1.13284 -4.30 -0.51 -1.16
O 3.51295 -3.49501 -1.65692 -1.49 3.68 0.41
O 3.52210 -1.14376 -3.26107 -0.96 -0.38 2.85
H 1.06615 -0.43179 -4.44260 -1.58 0.15 1.15
H 0.05418 0.59528 -3.19630 0.02 -1.58 -1.04
H -0.82101 -0.43707 -4.51342 1.40 -0.28 1.51
H 0.34357 0.03923 0.76777 -0.63 -0.43 -1.68
H -0.07804 0.84141 -0.82296 -0.66 -1.20 0.77
H -1.94989 -0.06879 1.12166 0.63 -0.83 -2.08
H -1.83450 -1.69500 0.29607 0.71 1.77 -0.54
H -3.80284 -0.01744 -0.31162 1.60 -0.21 -0.98
H -3.08003 -0.91131 -1.72762 0.74 1.30 1.37
H -3.17449 0.31626 -3.71075 0.53 1.58 0.96
H -2.83848 2.47627 -5.25058 0.26 0.05 2.13
H -2.06923 4.80304 -4.06864 -0.25 -1.41 1.08
H -1.68925 4.86916 -1.37266 -0.72 -1.86 -1.24
H -2.00830 2.64494 0.13005 -0.32 0.06 -2.09
H 2.02509 1.38250 -0.66496 0.65 -1.32 0.32
H 3.63873 0.70123 -1.20860 -1.34 -0.14 1.19
H 5.38493 1.31076 0.85588 0.01 -0.73 0.17
H 1.86069 1.27546 2.06177 0.73 -0.49 0.13
H 2.60910 -3.69911 -1.30745 0.71 -0.23 -0.78
H 3.15072 -0.22367 -3.20943 0.47 -0.98 -0.27
O -0.04760 8.95926 0.13950 -0.06 -0.04 0.02
C 0.81708 7.82734 0.24643 -0.22 -0.04 0.33
C -0.00885 6.55368 0.15544 -0.12 0.23 -0.29
O -0.72699 6.53096 -1.07522 0.35 0.47 0.04
H -0.57440 8.99852 0.95024 0.11 0.07 -0.22
H 1.52334 7.88439 -0.58410 -0.10 0.03 0.05
H 1.36742 7.88172 1.19042 0.10 -0.18 -0.06
H 0.62660 5.66676 0.20485 -0.06 0.02 -0.06
H -0.74448 6.51287 0.96640 0.19 -0.01 0.26
H -0.99863 7.44865 -1.24168 0.01 -0.23 0.05
O 2.45130 1.45163 -4.69554 0.05 0.10 0.37
C 2.45755 1.93636 -6.04330 0.14 0.39 -0.05
C 3.87744 2.31455 -6.42938 0.19 -0.56 0.22
O 4.72795 1.18435 -6.28980 -0.37 -0.01 -0.15
H 2.62833 2.20772 -4.11705 -0.05 -0.14 -0.16
H 2.09163 1.12700 -6.67827 0.06 0.01 0.12
H 1.77778 2.78990 -6.12236 0.01 -0.02 -0.12
H 3.92773 2.66374 -7.46275 0.00 -0.04 0.06
H 4.25960 3.09986 -5.76713 -0.21 0.27 -0.05
H 4.41415 0.70839 -5.50447 0.33 0.07 -0.15
O -5.09831 -2.19443 0.30281 -0.21 0.19 0.13
C -4.22790 -3.32360 0.41152 -0.06 -0.18 0.28
C -5.04980 -4.59994 0.32841 -0.31 0.27 -0.37
O -5.77180 -4.62924 -0.90058 0.18 0.13 -0.17
H -5.62262 -2.15480 1.11550 0.14 -0.06 -0.18
H -3.52385 -3.26722 -0.42216 -0.12 0.04 -0.03
H -3.67533 -3.26331 1.35321 0.03 -0.17 -0.05
H -4.41142 -5.48430 0.37954 -0.06 0.04 -0.03
H -5.78183 -4.63995 1.14046 0.26 0.00 0.21
H -6.04642 -3.71372 -1.06919 0.02 -0.25 0.06
O 7.61872 4.42011 3.51420 -0.02 -0.03 0.04
C 8.42588 4.43452 2.33522 0.09 -0.35 0.15
C 8.08734 3.22416 1.47934 -0.23 0.08 0.09
O 6.70161 3.24038 1.14777 -0.22 0.17 -0.03
H 7.92563 3.68671 4.06585 -0.13 0.19 -0.09
H 8.19415 5.35753 1.80001 -0.03 -0.07 0.08
H 9.48187 4.44040 2.62105 0.05 0.00 -0.21
H 8.66731 3.22011 0.55431 -0.10 -0.02 0.03
H 8.28311 2.29698 2.02862 0.30 0.03 0.03
H 6.24405 3.58000 1.93433 0.13 -0.14 -0.14
O 7.40847 0.20339 -4.71027 0.07 0.05 -0.09
C 7.42614 -0.63656 -3.55369 0.12 -0.36 -0.21
C 8.83682 -1.16174 -3.33824 0.02 0.44 -0.02
O 9.74093 -0.07077 -3.18900 -0.12 0.14 0.08
H 7.53645 -0.36585 -5.48198 -0.10 0.23 0.12
H 7.11250 -0.02351 -2.70680 0.01 -0.08 -0.08
H 6.71149 -1.45327 -3.68913 0.02 -0.02 0.25
H 8.89295 -1.78614 -2.44435 0.02 0.08 -0.04
H 9.16698 -1.74568 -4.20498 -0.21 -0.25 -0.02
H 9.43140 0.61542 -3.80163 0.09 -0.22 0.12
O -8.23074 -1.43782 -2.35437 -0.06 0.05 0.04
C -7.33479 -1.50690 -3.46565 -0.13 0.36 -0.10
C -6.34252 -0.35685 -3.38413 0.04 -0.14 0.53
O -5.63080 -0.42040 -2.15350 -0.19 -0.18 -0.25
H -8.79935 -0.66677 -2.48914 0.11 -0.21 0.09
H -6.81509 -2.46495 -3.39889 -0.05 0.08 0.04
H -7.91069 -1.47461 -4.39556 0.16 -0.04 -0.11
H -5.62359 -0.39708 -4.20542 -0.01 0.01 0.06
H -6.86533 0.60599 -3.41266 -0.15 0.01 -0.32
H -6.27256 -0.72135 -1.48990 0.29 0.02 -0.06
O -2.12540 3.10219 4.54103 -0.04 -0.01 -0.02
C -1.34862 1.91037 4.41159 -0.36 -0.16 0.18
C -2.08899 0.92156 3.52415 -0.03 0.37 -0.14
O -2.33690 1.50869 2.24920 0.19 0.47 0.35
H -2.90048 2.88550 5.07828 0.17 0.14 -0.13
H -0.39840 2.19571 3.95553 -0.09 0.03 0.04
H -1.15918 1.49355 5.40518 0.14 -0.15 -0.10
H -1.50748 0.00776 3.38056 -0.04 0.03 -0.05
H -3.05965 0.66321 3.96133 0.09 -0.15 0.25
H -2.53663 2.44383 2.42192 -0.08 -0.24 -0.01
O -3.50336 -6.94421 4.64936 -0.17 -0.04 -0.04
C -4.90658 -6.75585 4.47608 0.29 0.11 0.36
C -5.20336 -5.26915 4.35272 0.29 -0.06 -0.23
O -4.47734 -4.72218 3.25654 0.04 -0.13 0.06
H -3.27192 -6.61575 5.53316 0.13 0.10 -0.21
H -5.18910 -7.27829 3.55967 0.02 0.06 0.06
H -5.43792 -7.20203 5.32262 -0.21 0.06 -0.08
H -6.26886 -5.09155 4.18921 0.06 0.02 -0.07
H -4.88609 -4.73679 5.25539 -0.18 -0.16 0.19
H -3.61841 -5.17684 3.25369 -0.18 0.11 0.10
O -1.32858 -3.49422 8.68536 -0.03 0.01 -0.07
C -2.69520 -3.86965 8.86225 -0.01 0.32 -0.20
C -3.31360 -4.16914 7.50562 0.31 -0.18 0.03
O -2.58020 -5.20583 6.85971 0.02 -0.06 0.27
H -1.31980 -2.62520 8.26007 0.10 -0.21 0.12
H -2.70317 -4.76220 9.49080 0.05 0.07 -0.07
H -3.22727 -3.06352 9.37620 -0.18 -0.13 -0.01
H -4.35305 -4.48819 7.60758 0.07 -0.02 -0.02
H -3.27201 -3.28522 6.85941 -0.18 0.20 0.14
H -1.64809 -5.05318 7.08615 -0.19 -0.08 -0.15
```
Forces are in eV/Å.

=====

2.
C32H75AlBO18P4 as an isolated structure at a distorted geometry. Source: the OMol25 dataset; level of theory: ωB97M-V with the def2-TZVPD basis set.

Output
total charge	-1
total energy	-115682.63080	eV
HOMO level	-0.140	Ha
orbital gap	3.72	eV

The geometry in XYZ format:
```
131
Properties=species:S:1:pos:R:3:forces:R:3
C 0.29864 -1.74345 -3.23595 0.86 -0.92 1.97
C -0.17703 -1.26183 -4.20866 -2.13 1.18 -1.93
C -1.11927 -0.60545 -5.19799 1.32 -0.33 0.26
C -1.57325 0.77622 -4.66800 -1.02 -0.70 0.76
C -2.42849 0.56099 -3.35410 0.25 0.87 -0.62
Al -4.26784 -0.13670 -3.91013 -0.05 0.43 0.69
C -5.73823 1.24979 -3.47522 -0.27 -1.07 0.46
C -6.85516 1.19373 -4.23888 0.65 0.30 0.77
B -4.85049 -1.94355 -2.96939 -0.24 -0.48 0.07
O -4.19200 -2.43147 -1.80286 -0.32 -0.09 -0.20
O -5.93925 -2.72225 -3.43843 1.16 -0.17 0.16
C -5.99756 -2.83063 -4.85987 -1.09 -0.54 -0.11
H 0.58233 -2.14841 -2.28010 0.19 0.15 -0.58
H -0.61592 -0.56750 -6.17996 -0.21 0.20 0.27
H -1.99700 -1.26508 -5.32624 0.30 0.34 0.16
H -0.73895 1.48048 -4.49254 -0.14 -0.39 -0.37
H -2.29617 1.18210 -5.40268 0.69 0.06 0.08
H -2.53207 1.58234 -2.91838 -0.09 -0.56 0.05
H -1.89668 -0.06085 -2.61318 -0.09 0.23 -0.29
H -4.19508 -0.44125 -5.50266 0.00 0.22 -0.24
H -5.65594 1.99433 -2.65981 0.38 0.74 -1.24
H -7.20214 0.17909 -4.49361 0.26 0.69 -1.17
H -7.39673 2.10475 -4.53759 -0.68 -0.60 0.63
H -3.60142 -3.16587 -2.01650 -0.24 0.04 0.03
H -5.07705 -3.28911 -5.26341 -0.34 0.45 0.01
H -6.83755 -3.52318 -5.08180 0.44 0.23 0.10
H -6.24778 -1.88309 -5.36479 0.49 -0.22 0.24
O -4.11829 -4.86276 4.01073 -2.28 -3.00 -1.04
P -5.50590 -4.28581 4.04857 1.53 7.65 2.04
O -5.34576 -3.01230 3.02771 -0.37 -0.94 0.14
C -4.71352 -3.17439 1.75435 0.30 -0.02 -0.63
C -5.67406 -3.72396 0.72087 -0.26 -0.04 0.18
O -5.38175 -3.51827 5.51493 -0.33 -0.73 0.05
C -4.57303 -4.08070 6.54628 0.30 0.18 0.04
C -3.26317 -3.32425 6.66140 0.04 0.21 -0.05
O -7.14522 -4.15050 4.13921 1.02 -3.35 -0.77
C -7.75684 -2.86186 4.30992 -0.16 0.73 -0.34
C -8.54973 -2.49634 3.06296 -0.41 -0.11 0.13
H -3.83136 -3.81318 1.82818 -0.07 -0.03 0.26
H -4.36205 -2.19163 1.44101 -0.10 0.05 0.13
H -6.15801 -4.64104 1.07767 0.11 -0.03 0.02
H -5.15692 -3.93243 -0.21196 -0.03 0.08 -0.01
H -6.46305 -3.00030 0.51021 0.04 -0.02 -0.07
H -4.39614 -5.14339 6.37262 0.04 0.06 -0.08
H -5.13216 -3.99545 7.48146 -0.09 0.04 -0.07
H -2.78188 -3.21251 5.68850 -0.04 -0.22 0.00
H -2.57470 -3.82836 7.34209 -0.01 0.01 0.03
H -3.44456 -2.31418 7.03417 0.00 -0.04 0.06
H -7.02240 -2.09209 4.52910 0.18 -0.23 -0.03
H -8.41957 -2.93149 5.17414 0.14 -0.24 0.03
H -8.15069 -2.97902 2.17384 0.19 0.12 0.05
H -8.55529 -1.41601 2.91380 0.06 -0.03 -0.03
H -9.58823 -2.81846 3.16712 0.03 -0.03 -0.08
O 2.65632 -8.48371 4.78909 -1.18 -2.62 2.66
P 1.32895 -7.92259 5.21413 -0.43 6.57 -4.41
O 0.54814 -7.85341 3.76438 0.00 -0.50 0.73
C 0.56988 -8.96435 2.87868 0.08 -0.36 -0.36
C -0.47767 -9.99717 3.25192 -0.21 0.14 0.03
O 1.80127 -6.34676 5.40119 -0.04 -0.48 0.61
C 3.12402 -6.04475 5.84583 0.26 0.13 -0.28
C 3.97951 -5.58426 4.68133 -0.08 0.13 -0.19
O -0.02860 -7.59815 6.08211 1.72 -3.01 1.14
C -0.92588 -6.54766 5.66785 -0.62 0.25 -0.59
C -2.25759 -7.14128 5.23374 -0.15 -0.01 0.31
H 1.55929 -9.42503 2.84410 0.05 0.13 0.17
H 0.36749 -8.58190 1.87739 -0.03 0.16 0.08
H -0.38860 -10.28881 4.30230 0.08 -0.08 -0.06
H -0.38373 -10.88581 2.62649 0.05 -0.01 0.03
H -1.48106 -9.59142 3.11074 0.02 -0.01 0.02
H 3.57571 -6.90161 6.34779 -0.03 -0.03 -0.11
H 3.04378 -5.24378 6.58447 -0.14 -0.01 -0.02
H 3.90792 -6.27331 3.83881 0.05 -0.14 0.17
H 5.02628 -5.48976 4.97403 0.00 0.02 0.02
H 3.62992 -4.61561 4.31895 0.04 0.02 0.06
H -0.50187 -5.94743 4.86786 0.23 -0.19 0.04
H -1.06688 -5.88831 6.52507 0.23 -0.15 0.10
H -2.14842 -8.16195 4.87133 0.17 0.07 -0.08
H -2.71510 -6.53099 4.45883 0.01 -0.01 0.02
H -2.95004 -7.17153 6.07871 -0.01 -0.08 -0.04
O 3.62527 0.30522 -2.89300 1.55 -1.16 -3.42
P 4.28853 1.55918 -3.38030 -1.96 4.91 5.93
O 5.33843 1.84348 -2.13223 0.15 -0.22 -0.77
C 6.13758 0.79040 -1.61604 0.16 -0.37 0.21
C 7.38515 0.57160 -2.45324 0.10 0.22 -0.01
O 3.07273 2.61695 -3.02586 0.24 -0.24 -0.76
C 1.70111 2.20014 -3.12194 -0.28 -0.19 0.36
C 1.13199 1.94138 -1.74240 0.02 0.11 0.22
O 4.97577 2.70808 -4.34675 -0.16 -3.12 -1.59
C 5.30530 3.99720 -3.81182 0.59 0.39 0.49
C 6.81968 4.16514 -3.80470 0.09 0.31 -0.32
H 5.56797 -0.13786 -1.53785 -0.15 0.10 -0.11
H 6.42222 1.06983 -0.60004 -0.07 0.15 -0.02
H 7.13375 0.43617 -3.50864 -0.01 -0.12 0.05
H 7.93674 -0.30226 -2.10377 -0.04 -0.04 -0.03
H 8.04792 1.43675 -2.38479 -0.02 -0.02 -0.02
H 1.60124 1.31901 -3.75663 0.08 -0.04 0.11
H 1.14583 3.00865 -3.60220 0.17 0.07 -0.03
H 1.78673 1.29278 -1.15749 -0.02 -0.14 -0.20
H 0.14299 1.48494 -1.80540 -0.01 0.01 -0.06
H 1.05019 2.87971 -1.18783 -0.05 0.01 -0.04
H 4.91093 4.14150 -2.80992 -0.15 -0.27 -0.07
H 4.84910 4.75174 -4.45329 -0.16 -0.24 -0.08
H 7.33238 3.20806 -3.73827 -0.13 -0.02 0.17
H 7.13242 4.80159 -2.97516 -0.01 -0.03 0.00
H 7.15105 4.64554 -4.72789 0.06 -0.06 0.02
O 4.97058 7.78151 -2.65852 -3.31 -2.78 -0.29
P 3.99069 8.33929 -1.64680 5.17 6.64 2.40
O 3.93790 9.88525 -2.24526 -0.76 -0.52 -0.12
C 3.70659 10.11546 -3.62875 0.00 0.07 -0.44
C 2.22714 10.06794 -3.96492 -0.08 0.15 0.17
O 5.10813 8.54303 -0.43718 -0.49 -0.85 0.24
C 6.15397 7.58437 -0.26346 0.36 0.11 -0.12
C 7.46171 8.12599 -0.80829 0.07 0.24 0.00
O 2.80493 8.66162 -0.54441 -0.84 -3.07 -1.94
C 2.82789 9.87762 0.21857 -0.06 0.82 0.00
C 1.65147 10.75970 -0.17641 -0.28 -0.08 0.34
H 4.25676 9.40339 -4.24669 0.05 -0.10 0.18
H 4.10426 11.10482 -3.86155 0.04 0.02 0.17
H 1.76968 9.14179 -3.60636 0.04 -0.04 -0.12
H 2.07283 10.14695 -5.04157 0.01 -0.06 0.00
H 1.70017 10.89684 -3.48849 0.00 -0.04 -0.01
H 5.89856 6.63377 -0.73375 0.00 0.08 -0.07
H 6.24944 7.39789 0.80848 -0.11 0.07 0.01
H 7.33956 8.51689 -1.81943 -0.09 -0.21 -0.02
H 8.23428 7.35579 -0.81702 0.00 -0.01 0.03
H 7.80754 8.96001 -0.19387 0.02 -0.06 0.05
H 3.76264 10.41589 0.09245 0.05 -0.23 -0.17
H 2.75520 9.59884 1.27077 0.04 -0.27 -0.12
H 1.32917 10.57055 -1.19757 0.20 0.04 -0.04
H 1.90887 11.81455 -0.06920 0.02 -0.02 -0.05
H 0.79638 10.56324 0.47342 -0.03 0.00 -0.09
```
Forces are in eV/Å.

=====

no.,LUMO level (eV)
1,-0.2
2,-0.1